[1]
{"formula": "C3N2O4", "method": "ωB97M-V/def2-TZVPD", "symbols": ["C", "C", "C", "N", "N", "O", "O", "O", "O"], "xyz": [[0.132, -1.232, 0.864], [0.238, 0.691, -1.660], [-0.166, 0.192, 0.406], [-1.207, 0.889, 0.951], [-0.113, 1.317, 1.434], [-0.124, -2.164, 0.075], [-0.771, 1.103, -2.181], [0.604, -1.326, 2.020], [1.407, 0.530, -1.909]], "forces_ev_per_angstrom": [[-0.13, -0.05, 0.30], [-0.29, -0.56, 2.87], [2.23, -0.11, -3.50], [-0.05, 1.71, 1.89], [-1.78, -1.05, -1.09], [-0.14, -0.07, -0.32], [-0.63, 0.25, -0.40], [0.23, -0.02, 0.55], [0.56, -0.09, -0.30]], "multiplicity": 1, "e_homo_ev": 0.8, "e_above_lowest_kj_mol": 152.2, "molar_mass_g_mol": 128.04, "total_charge": -2}



[2]
{"formula": "C3NO5", "method": "ωB97M-V/def2-TZVPD", "symbols": ["C", "C", "C", "N", "O", "O", "O", "O", "O"], "xyz": [[2.586, -0.130, 0.109], [-0.118, -1.204, -0.113], [-0.947, 0.219, -0.245], [-1.085, 1.346, 0.590], [0.928, -1.140, -0.762], [2.114, 0.864, 0.504], [-0.767, -1.947, 0.619], [-0.602, 1.452, -0.761], [-2.278, 0.566, 0.215]], "forces_ev_per_angstrom": [[-0.60, 3.55, 1.57], [-1.91, 1.77, 0.20], [-0.16, 0.14, 1.90], [0.59, -1.18, 1.42], [-0.63, -1.41, -0.12], [1.58, -2.96, -1.08], [1.16, -0.43, -0.52], [-0.39, 0.54, -2.07], [0.37, -0.02, -1.31]], "multiplicity": 1, "e_homo_ev": -5.6, "e_above_lowest_kj_mol": 662.7, "molar_mass_g_mol": 130.03, "total_charge": -1}



Please write out number 2 again, unchanged.
{"formula": "C3NO5", "method": "ωB97M-V/def2-TZVPD", "symbols": ["C", "C", "C", "N", "O", "O", "O", "O", "O"], "xyz": [[2.586, -0.130, 0.109], [-0.118, -1.204, -0.113], [-0.947, 0.219, -0.245], [-1.085, 1.346, 0.590], [0.928, -1.140, -0.762], [2.114, 0.864, 0.504], [-0.767, -1.947, 0.619], [-0.602, 1.452, -0.761], [-2.278, 0.566, 0.215]], "forces_ev_per_angstrom": [[-0.60, 3.55, 1.57], [-1.91, 1.77, 0.20], [-0.16, 0.14, 1.90], [0.59, -1.18, 1.42], [-0.63, -1.41, -0.12], [1.58, -2.96, -1.08], [1.16, -0.43, -0.52], [-0.39, 0.54, -2.07], [0.37, -0.02, -1.31]], "multiplicity": 1, "e_homo_ev": -5.6, "e_above_lowest_kj_mol": 662.7, "molar_mass_g_mol": 130.03, "total_charge": -1}